[1]
Molecular formula: C28H27ClN5O2RuS
Method: DFT, the ωB97M-V functional and the def2-TZVPD basis

Geometry (Å):
Ru -0.035 -0.336 -1.042
O -0.545 3.473 -2.452
C -0.903 2.304 -2.499
O -0.113 1.297 -2.364
C -2.353 1.956 -2.730
C -3.161 2.940 -3.297
C -4.508 2.732 -3.520
C -5.078 1.522 -3.139
C -4.296 0.544 -2.555
C -2.924 0.733 -2.351
S -2.157 -0.688 -1.598
H -2.688 3.879 -3.554
H -5.114 3.504 -3.975
H -6.135 1.345 -3.285
H -4.746 -0.392 -2.244
C 3.146 -3.111 2.769
C 3.192 -1.901 2.042
C 2.218 -1.619 1.128
C 1.134 -2.502 0.864
C 0.120 -2.182 -0.117
C -0.754 -3.209 -0.412
C -0.758 -4.446 0.278
C 0.136 -4.695 1.272
C 1.130 -3.731 1.569
C 2.139 -3.998 2.531
H 3.917 -3.336 3.494
H 4.003 -1.202 2.209
H 2.279 -0.689 0.573
H -1.487 -3.084 -1.199
H -1.498 -5.192 0.015
H 0.122 -5.630 1.819
H 2.103 -4.940 3.067
Cl 4.783 -3.304 -1.374
C 3.963 -1.822 -1.698
C 4.656 -0.624 -1.777
C 3.944 0.528 -2.052
C 2.567 0.456 -2.210
N 1.899 -0.702 -2.082
C 2.593 -1.827 -1.850
H 5.727 -0.606 -1.628
H 4.440 1.484 -2.146
H 1.954 1.319 -2.441
H 2.028 -2.746 -1.782
C -0.707 0.053 1.865
N -0.814 0.915 3.025
C -1.979 1.782 2.871
N -1.867 2.602 1.668
C -1.754 1.744 0.510
N -0.544 0.837 0.588
C 0.646 1.754 0.740
N 0.538 2.597 1.911
C 0.386 1.749 3.099
C -0.664 3.426 1.772
H -1.606 -0.555 1.753
H 0.149 -0.597 1.984
H -2.058 2.435 3.741
H -2.878 1.167 2.806
H -1.661 2.367 -0.370
H -2.635 1.111 0.424
H 0.702 2.366 -0.163
H 1.542 1.137 0.822
H 0.324 2.387 3.981
H 1.262 1.103 3.190
H -0.570 4.046 0.879
H -0.750 4.071 2.648

Calculated values
Kohn-Sham gap (alpha / beta) (eV): 7.0 / 6.7
Lowest unoccupied orbital energy (alpha / beta) (hartree): -0.026 / -0.034
Energy above the lowest of the compared OMol25 structures with the same formula, charge and spin (kJ/mol): 61.4
<S²>: 0.76
2S+1: 2

[2]
Molecular formula: C5H10BrN2
Method: DFT, the ωB97M-V functional and the def2-TZVPD basis

Geometry (Å):
C 2.170 -0.751 0.055
C 3.106 0.225 -0.311
C -0.311 -0.154 0.117
C -1.425 -0.590 -0.958
C -0.068 1.434 0.030
N 0.905 -0.845 -0.051
N -0.596 -0.829 1.339
Br 4.866 -0.040 0.075
H 2.506 -1.660 0.607
H 2.883 0.799 -1.213
H -2.257 -0.029 -0.432
H -1.491 -1.676 -0.784
H -1.267 -0.174 -1.926
H -0.494 1.818 0.959
H -0.718 1.780 -0.829
H 0.939 1.605 -0.145
H -0.415 -1.792 1.338
H -0.444 -0.348 2.177

Calculated values
Kohn-Sham gap (alpha / beta) (eV): 6.8 / 7.6
Lowest unoccupied orbital energy (alpha / beta) (hartree): -0.244 / -0.245
Energy above the lowest of the compared OMol25 structures with the same formula, charge and spin (kJ/mol): 519.5
Net charge: +1
2S+1: 1

[3]
Molecular formula: C3H21NO7
Method: DFT, the ωB97M-V functional and the def2-TZVPD basis

Geometry (Å):
C -1.986 -1.411 2.114
C -0.604 -0.980 1.595
C 0.920 0.633 2.260
N -0.284 0.370 1.991
H -2.146 -2.479 1.995
H -2.114 -1.021 3.122
H -2.790 -0.951 1.524
H -0.603 -1.081 0.511
H 0.119 -1.732 1.938
H 1.766 -0.057 2.249
H 1.137 1.655 2.580
H -0.839 2.063 0.504
H -2.149 2.190 -0.350
O -1.175 2.366 -0.357
H 3.366 -2.223 1.806
H 3.276 -1.613 0.445
O 3.397 -1.350 1.392
H -0.736 -1.499 -2.681
H -0.638 -0.535 -1.592
O -0.759 -1.486 -1.710
H 1.229 0.977 -2.318
H 2.631 1.242 -1.638
O 2.157 0.664 -2.269
H -4.150 0.946 0.724
H -3.549 2.237 1.304
O -3.826 1.827 0.461
H -0.964 1.326 -3.639
H -0.886 1.658 -1.991
O -0.592 1.128 -2.766
H 2.296 -1.030 -1.505
H 3.367 -2.174 -1.697
O 2.647 -1.874 -1.143

Calculated values
Kohn-Sham gap (eV): 10.1
Lowest unoccupied orbital energy (hartree): 0.016
Energy above the lowest of the compared OMol25 structures with the same formula, charge and spin (kJ/mol): 76.2
Structure (SMILES): C=NCC.O.O.O.O.O.O.O
2S+1: 1

[4]
Molecular formula: C2H6N4
Method: DFT, the ωB97M-V functional and the def2-TZVPD basis

Geometry (Å):
C 0.502 0.643 0.523
C -1.008 -1.109 -1.352
H 2.305 -0.197 0.690
H 1.084 -1.332 0.741
H 0.349 2.520 0.839
H -1.460 1.051 0.874
H 0.023 -1.432 -1.353
H -1.724 -1.506 -2.048
N 1.360 -0.433 0.401
N 1.023 1.782 0.746
N -0.870 0.325 0.479
N -1.585 -0.313 -0.542

Calculated values
Kohn-Sham gap (eV): 10.0
Lowest unoccupied orbital energy (hartree): 0.036
Energy above the lowest of the compared OMol25 structures with the same formula, charge and spin (kJ/mol): 172.0
Structure (SMILES): [H]/N=C(/N)NN=C
2S+1: 1

[5]
Molecular formula: C4H8N4
Method: DFT, the ωB97M-V functional and the def2-TZVPD basis

Geometry (Å):
C -1.175 1.144 -1.585
C -0.485 -0.664 0.491
C 1.295 0.082 0.608
N -1.315 -0.220 1.532
C 2.567 -0.321 0.670
N 0.871 0.995 -0.353
N -0.325 0.643 -0.529
N -0.690 -1.840 0.008
H -1.803 -1.004 1.945
H -0.854 0.428 2.155
H -0.123 -2.031 -0.813
H -2.194 1.166 -1.198
H -0.833 2.138 -1.870
H -1.135 0.483 -2.452
H 2.864 -1.089 1.373
H 3.335 0.088 0.019

Calculated values
Kohn-Sham gap (eV): 7.6
Lowest unoccupied orbital energy (hartree): -0.019
Energy above the lowest of the compared OMol25 structures with the same formula, charge and spin (kJ/mol): 473.0
2S+1: 1

[6]
Molecular formula: C3H6OS4
Method: DFT, the ωB97M-V functional and the def2-TZVPD basis

Geometry (Å):
C -0.636 -0.210 -0.979
C 0.689 -0.790 1.051
C -0.156 0.274 0.303
O -0.008 -0.887 -1.890
S -2.095 0.521 -1.633
S -2.657 -1.105 -0.422
S 1.299 -0.231 2.664
S 1.080 1.585 -0.328
H -0.062 -1.484 1.257
H 1.614 -1.158 0.388
H -0.782 0.762 0.900
H -0.240 -0.744 -2.820
H 1.882 0.927 2.248
H 0.072 2.541 -0.739

Calculated values
Kohn-Sham gap (eV): 8.0
Lowest unoccupied orbital energy (hartree): -0.007
Energy above the lowest of the compared OMol25 structures with the same formula, charge and spin (kJ/mol): 140.1
2S+1: 1